[1]
45
Properties=species:S:1:pos:R:3:nbo_charge:R:1 method="wB97M-V/def2-TZVPD" total_charge=+2 e_lumo_ev=-4.95 fmax_ev_per_a=0.22 energy_ev=-43185.9538 relative_energy_ev=0.073 homo_ev=-13.4 orbital_gap_ev=8.49
Li 0.54 -0.69 0.23 0.83
S -1.57 -0.81 -0.91 -0.52
C -2.11 0.43 -1.99 0.38
N -1.26 1.11 -2.75 -0.56
C -1.67 2.15 -3.70 -0.22
C -2.98 2.77 -3.25 -0.43
C -3.99 1.68 -2.98 -0.22
N -3.41 0.68 -2.08 -0.56
H -0.30 0.83 -2.72 0.42
H -1.76 1.72 -4.70 0.21
H -0.88 2.90 -3.73 0.23
H -3.35 3.44 -4.02 0.25
H -2.82 3.36 -2.34 0.22
H -4.30 1.20 -3.91 0.21
H -4.88 2.09 -2.50 0.23
H -4.01 0.15 -1.48 0.43
S 2.37 0.22 1.44 -0.47
C 3.04 1.79 1.48 0.12
N 4.27 1.93 2.04 -0.47
C 4.94 3.11 2.14 0.08
C 4.38 4.25 1.65 -0.26
C 3.11 4.17 1.07 -0.09
C 2.45 2.96 0.99 -0.26
H 4.69 1.09 2.40 0.44
H 5.91 3.07 2.61 0.24
H 4.91 5.19 1.72 0.26
H 2.64 5.07 0.69 0.24
H 1.47 2.89 0.55 0.24
N -1.48 -4.12 1.48 -0.49
C -0.67 -4.13 0.20 -0.24
C 0.78 -3.84 0.53 -0.25
N 0.90 -2.56 1.24 -0.69
C 0.18 -2.64 2.52 -0.26
C -1.30 -2.85 2.25 -0.24
H -1.20 -4.91 2.06 0.43
H -2.47 -4.26 1.25 0.45
H -1.09 -3.35 -0.44 0.25
H -0.79 -5.09 -0.28 0.25
H 1.35 -3.81 -0.40 0.25
H 1.19 -4.66 1.14 0.20
H 1.88 -2.36 1.42 0.41
H 0.32 -1.72 3.09 0.26
H 0.56 -3.47 3.14 0.20
H -1.70 -2.04 1.64 0.25
H -1.88 -2.92 3.17 0.25

[2]
46
Properties=species:S:1:pos:R:3:nbo_charge:R:1 method="wB97M-V/def2-TZVPD" e_lumo_ev=-0.35 fmax_ev_per_a=3.36 energy_ev=-30060.8682 relative_energy_ev=9.579 homo_ev=-6.8 orbital_gap_ev=6.42
C -1.49 2.92 2.24 -0.74
C -1.87 1.78 3.27 0.81
O -0.95 1.08 3.65 -0.56
O -3.16 1.59 3.77 -0.53
C -3.90 0.63 2.99 -0.08
C -3.30 -0.85 3.05 -0.45
C -2.70 -1.20 1.60 -0.42
C -1.47 -2.19 1.71 -0.22
N -0.18 -1.63 1.24 -0.30
C 1.10 -2.04 1.71 -0.04
C 2.08 -1.24 1.00 -0.04
N 1.35 -0.37 0.14 -0.30
C 2.03 0.62 -0.73 -0.23
C 1.11 1.26 -1.85 -0.42
C 1.66 1.00 -3.32 -0.43
C 3.10 1.64 -3.56 -0.23
N 4.21 0.68 -3.28 -0.83
C 0.03 -0.66 0.30 0.27
H -2.19 3.79 2.26 0.24
H -1.33 2.51 1.20 0.24
H -0.49 3.31 2.60 0.25
H -4.11 0.96 1.93 0.18
H -4.93 0.56 3.47 0.21
H -2.51 -0.86 3.84 0.25
H -4.12 -1.60 3.23 0.23
H -2.48 -0.21 1.11 0.20
H -3.47 -1.71 0.94 0.24
H -1.63 -3.16 1.17 0.24
H -1.34 -2.45 2.80 0.23
H 1.32 -2.82 2.47 0.26
H 3.20 -1.28 1.08 0.26
H 2.38 1.47 -0.07 0.22
H 2.96 0.13 -1.13 0.24
H 0.05 0.88 -1.85 0.22
H 1.05 2.38 -1.70 0.21
H 1.62 -0.10 -3.59 0.27
H 0.94 1.55 -4.01 0.22
H 3.20 2.58 -2.96 0.17
H 3.15 1.91 -4.65 0.20
H 3.81 -0.25 -3.08 0.37
H 4.66 1.02 -2.42 0.34
H -0.83 -0.17 -0.21 0.25
N 0.86 -2.86 -4.10 0.71
O 0.59 -2.48 -5.25 -0.53
O 0.00 -3.44 -3.41 -0.57
O 2.00 -2.64 -3.62 -0.59